The following is a quantum chemistry calculation of the ion C6H8FN2 with charge +1 in a non-equilibrium geometry, from the Open Molecules 2025 dataset.

## Properties
total charge	+1
M	127.14	g mol⁻¹
LUMO (alpha / beta)	-7.154 / -7.166	eV
multiplicity	1

Structure (XYZ):
```
17
Properties=species:S:1:pos:R:3:forces:R:3
C 1.5489 0.3673 -0.0719 -1.640 0.947 0.173
C -1.8189 0.8761 -0.9914 0.545 0.918 -0.633
C 0.5728 -0.5127 -0.1288 2.086 1.533 -0.015
C 1.9172 -0.9887 0.2462 0.265 -1.080 0.401
C -3.0322 -0.7527 0.2216 1.645 -1.255 -0.541
C 2.2067 1.6711 0.0556 -0.139 -0.069 -3.679
N -0.6468 -1.0445 0.0387 -1.890 1.005 -0.857
N -1.8358 -0.3343 -0.1950 -1.333 -2.372 1.919
F -3.0374 1.3061 -1.0763 0.894 -0.174 0.296
H 2.1153 -1.2001 1.2756 0.140 -0.327 0.825
H 2.5285 -1.5240 -0.4238 0.611 -0.877 -0.895
H -3.3886 -1.7795 0.3721 0.993 0.199 0.318
H -3.7330 -0.0044 0.3782 -1.365 1.213 -0.321
H 1.5610 2.5176 0.1361 -0.603 0.471 -0.249
H 2.8750 1.7731 -0.8830 -0.905 0.160 1.475
H 2.8236 1.6754 0.8793 1.539 -0.227 1.879
H -0.6562 -2.0455 0.1667 -0.842 -0.065 -0.096
```
Forces are in eV/Å.